[1]
Computed, not measured: a single C2H4ClN molecule, with ωB97M-V/def2-TZVPD.

Each line ends with the Löwdin charge.
Element x y z (Å)
C (-0.30, 0.46, 0.23)  -0.100
H (-1.29, 0.05, 0.50)  0.100
H (-0.32, -1.29, -1.37)  0.053
H (1.62, -0.27, 0.70)  0.096
Cl (1.30, 0.20, -2.16)  0.573
C (0.31, -0.59, -0.95)  -0.675
H (0.08, 1.40, 0.18)  0.044
N (0.70, -0.60, 0.43)  -0.092

Output
E_LUMO	1.15	eV
SMILES	Cl[C@@H]1CN1
F_max	6.83	eV/Å

=====

[2]
Computed, not measured: a single C2H4ClN molecule, with ωB97M-V/def2-TZVPD.

Each line ends with the Löwdin charge.
Element x y z (Å)
N (-0.50, 0.91, -0.13)  -0.001
H (-1.39, -1.12, 0.36)  0.123
C (-0.61, -0.54, -0.20)  -0.179
H (0.54, 0.30, 1.64)  0.103
C (0.46, 0.16, 0.55)  -0.706
H (-0.27, 1.26, -0.99)  0.060
Cl (2.10, -0.21, -0.09)  0.551
H (-0.33, -0.76, -1.14)  0.050

Output
E_LUMO	1.19	eV
SMILES	Cl[C@@H]1CN1
F_max	3.97	eV/Å

=====

[3]
Computed, not measured: a single C2H4ClN molecule, with ωB97M-V/def2-TZVPD.

Each line ends with the Löwdin charge.
Element x y z (Å)
H (-0.68, -1.61, -0.49)  0.046
H (1.35, 1.04, 1.48)  0.055
C (-0.87, -0.59, -0.84)  -0.616
N (0.47, 0.72, 1.06)  0.042
H (1.57, -0.53, -0.20)  0.083
Cl (-0.92, 0.02, -2.45)  0.552
C (0.65, -0.01, 0.06)  -0.222
H (-1.51, -0.14, -0.02)  0.060

Output
E_LUMO	1.07	eV
SMILES	[H]/N=C/CCl
F_max	6.74	eV/Å

=====

[4]
Computed, not measured: a single C2H4ClN2P molecule, with ωB97M-V/def2-TZVPD.

Each line ends with the Löwdin charge.
Element x y z (Å)
P (-1.41, -1.40, -0.02)  0.788
N (-1.40, 0.29, -0.40)  -0.852
Cl (-2.52, 1.43, 0.16)  0.489
H (1.88, -0.66, -0.58)  0.127
N (0.12, -1.71, 0.04)  -0.359
H (1.36, -0.64, 1.19)  0.065
H (0.08, 1.40, 0.72)  0.063
H (0.55, 1.04, -1.17)  0.085
C (1.03, -0.55, 0.21)  -0.329
C (0.32, 0.80, -0.14)  -0.078

Output
E_LUMO	0.09	eV
SMILES	ClN1CCN=P1
F_max	4.72	eV/Å

=====

[5]
Computed, not measured: a molecular structure, C2H4ClNO, with ωB97M-V/def2-TZVPD.

Each line ends with the Löwdin charge.
Element x y z (Å)
N (-0.75, 0.70, -1.62)  0.127
H (0.43, 0.92, 1.06)  0.115
Cl (-2.41, -1.52, -2.06)  0.605
H (-0.18, -0.67, 1.29)  0.086
H (-1.42, 0.41, -2.39)  0.026
H (1.25, -0.54, 0.20)  0.111
O (-1.48, -1.60, -0.70)  -0.691
C (-0.46, -0.09, -0.72)  -0.329
C (0.29, -0.06, 0.52)  -0.050

Output
E_LUMO	0.53	eV
F_max	4.59	eV/Å

=====

[6]
Computed, not measured: 2 unconnected molecules or ions with the total composition C2H4ClNO, with ωB97M-V/def2-TZVPD.

Each line ends with the Löwdin charge.
Element x y z (Å)
C (-1.99, -0.43, -0.11)  -0.441
O (3.68, -0.69, -0.18)  0.036
H (-1.26, -0.93, -0.60)  -0.041
Cl (-1.39, 1.30, -0.13)  0.442
H (1.03, 1.05, 0.60)  -0.017
N (2.81, 0.09, -0.05)  -0.232
H (-1.98, -0.86, 0.96)  0.075
H (-2.91, -0.39, -0.78)  0.057
C (2.02, 0.87, 0.31)  0.122

Output
E_LUMO	0.69	eV
SMILES	C#[N+][O-].CCl
F_max	3.38	eV/Å

=====

[7]
Computed, not measured: 3 unconnected molecules or ions with the total composition C2H4ClNO, with ωB97M-V/def2-TZVPD.

Each line ends with the Löwdin charge.
Element x y z (Å)
H (-1.33, 2.12, 0.84)  0.237
H (0.18, -1.30, 1.00)  0.074
N (-0.76, 1.37, -0.27)  -0.045
C (-1.02, -0.04, -0.01)  -0.593
Cl (1.67, 0.02, 0.01)  0.557
C (0.19, -1.01, -0.04)  -0.434
O (-2.15, -0.59, 0.05)  0.019
H (0.26, 1.89, 0.51)  0.162
H (-0.05, -1.67, -0.70)  0.024

Output
E_LUMO	-0.48	eV
F_max	8.82	eV/Å

=====

[8]
Computed, not measured: a single C2H4ClNO molecule, with ωB97M-V/def2-TZVPD.

Each line ends with the Löwdin charge.
Element x y z (Å)
H (-0.56, -0.26, -1.02)  0.099
N (-0.06, -1.55, 0.34)  -0.536
H (-1.18, -0.02, 0.59)  0.079
Cl (0.01, -1.86, 2.01)  0.584
O (2.09, 0.43, 0.46)  0.021
H (0.92, 1.99, 0.12)  0.101
C (-0.28, -0.16, 0.01)  -0.235
H (0.64, -2.11, -0.10)  0.059
C (1.01, 0.92, 0.30)  -0.172

Output
E_LUMO	0.82	eV
SMILES	O=CCNCl
F_max	3.37	eV/Å

=====

Per-record frontier orbital gap, eV: 10.1; 10.9; 10.5; 9.2; 10.3; 10.7; 9.7; 9.8
Per-record total energy, Ha: -593.47708; -593.48968; -593.47118; -989.56644; -668.67888; -668.65982; -668.62468; -668.71076
Per-record ΔE to the lowest compared entry with this formula, charge and spin, kJ/mol: 168.2; 135.1; 183.7; 291.7; 328.9; 378.9; 471.2; 245.2